Here is C33H42CaGeN8OPS as an isolated structure from OMol25. Energies are from the ωB97M-V functional and the def2-TZVPD basis.

The largest force on an atom is 0.37 eV Å⁻¹. The calculation puts the electronic energy at -143948.4529 eV. The HOMO energy is -9.5 eV. The value obtained for the gap between HOMO and LUMO is 0.27072 Ha.

```
! wB97M-V def2-TZVPD RIJCOSX def2/J DEFGRID3
* xyz 1 1
Ca 0.7602 -0.4383 -0.0205
C -3.0378 2.1814 3.6899
N -1.8365 2.0134 2.8888
C -0.8400 2.9390 2.7514
C 0.0772 2.3956 1.8966
N -0.3380 1.1532 1.5219
C -1.4890 0.9390 2.1342
P -2.5336 -0.5503 2.0037
C -1.2922 -1.8487 2.3440
N -0.0909 -1.9668 1.7960
C 0.4768 -3.0747 2.3555
C -0.3879 -3.6262 3.2561
N -1.5069 -2.8402 3.2432
C -2.7101 -3.1066 4.0153
C -2.6627 -0.7052 0.1899
N -1.6576 -0.8222 -0.6590
C -2.2088 -0.9027 -1.9050
C -3.5685 -0.8413 -1.8033
N -3.8490 -0.7104 -0.4701
C -5.1881 -0.6267 0.0886
H -3.0227 3.1805 4.1163
H -3.0662 1.4513 4.4965
H -3.9250 2.0766 3.0681
H -0.8712 3.8866 3.2595
H 0.9982 2.8184 1.5317
H 1.4600 -3.4118 2.0841
H -0.3065 -4.4925 3.8880
H -2.4220 -3.5617 4.9596
H -3.3693 -3.7833 3.4736
H -3.2329 -2.1754 4.2159
H -1.6010 -0.9823 -2.7901
H -4.3448 -0.8727 -2.5474
H -5.8185 -0.0718 -0.6021
H -5.1567 -0.0991 1.0379
H -5.6031 -1.6221 0.2410
C -3.7021 4.7143 -2.0052
C -2.7758 4.1407 -0.9234
C -2.5364 5.2005 0.1606
C -3.4738 2.9437 -0.2792
C -1.4398 3.7509 -1.5506
C -0.6559 4.7401 -2.1756
C 0.5704 4.4644 -2.7313
C 1.0422 3.1515 -2.6831
S 2.5394 2.4878 -3.2268
C 2.0418 0.9249 -2.6531
N 0.8607 0.8879 -2.1065
C 0.2751 2.1495 -2.0949
C -0.9630 2.4549 -1.5187
C 2.9210 -0.2421 -2.8992
C 3.2853 -0.4265 -4.2349
C 4.0506 -1.4995 -4.6519
C 4.4736 -2.4114 -3.7001
C 4.1425 -2.2364 -2.3693
C 3.3631 -1.1613 -1.9303
H -4.6613 5.0020 -1.5702
H -3.8873 3.9776 -2.7886
H -3.2721 5.5986 -2.4741
H -3.4835 5.4934 0.6191
H -2.0748 6.0976 -0.2503
H -1.8780 4.8117 0.9394
H -4.4198 3.2731 0.1552
H -2.8651 2.5061 0.5171
H -3.6909 2.1648 -1.0142
H -1.0168 5.7594 -2.2155
H 1.1529 5.2500 -3.1929
H -1.5276 1.6599 -1.0580
H 2.9347 0.2964 -4.9601
H 4.3134 -1.6140 -5.6933
H 5.0823 -3.2596 -3.9850
H 4.5254 -2.9455 -1.6529
O 2.8105 0.3108 -0.2001
N 3.0462 -1.0292 -0.5633
C 2.8659 -4.6802 -0.1949
Ge 4.2426 -3.5769 0.6742
C 6.0187 -4.1432 0.0902
C 4.1502 -3.8013 2.6219
C 3.9574 -1.6249 0.4182
H 2.6995 -5.5802 0.3981
H 3.1857 -4.9899 -1.1903
H 1.9139 -4.1591 -0.3038
H 6.1669 -5.1965 0.3290
H 6.7825 -3.5664 0.6113
H 6.1694 -4.0124 -0.9797
H 4.4003 -4.8229 2.9074
H 3.1567 -3.5728 3.0068
H 4.8559 -3.1317 3.1137
H 3.5552 -1.2972 1.3803
H 4.9374 -1.1333 0.3293
*
```